1.
{"formula": "C15H19Cl5GeN2NaO5", "method": "wB97M-V/def2-TZVPD", "species": ["Na", "C", "N", "C", "C", "O", "C", "O", "C", "C", "O", "N", "C", "C", "H", "H", "H", "H", "H", "H", "H", "H", "H", "H", "H", "H", "H", "H", "H", "H", "Cl", "C", "C", "C", "Cl", "C", "O", "C", "C", "O", "C", "H", "H", "H", "Cl", "Ge", "Cl", "Cl"], "xyz": [[0.128, 0.163, -0.296], [-0.722, 3.127, 4.090], [-0.214, 3.058, 2.731], [0.224, 4.313, 2.137], [-0.089, 1.918, 2.048], [0.446, 1.852, 0.938], [-0.658, 0.640, 2.660], [-0.934, -0.205, 1.565], [-1.133, -1.561, 1.882], [-1.040, -2.333, 0.564], [-0.540, -1.802, -0.419], [-1.506, -3.598, 0.555], [-2.229, -4.213, 1.654], [-1.479, -4.355, -0.689], [-0.211, 3.939, 4.604], [-0.514, 2.210, 4.637], [-1.797, 3.326, 4.111], [1.074, 4.716, 2.689], [-0.597, 5.031, 2.158], [0.523, 4.130, 1.110], [-1.565, 0.829, 3.240], [0.106, 0.197, 3.310], [-2.103, -1.702, 2.368], [-0.340, -1.922, 2.549], [-1.874, -3.855, 2.618], [-2.064, -5.288, 1.617], [-3.305, -4.032, 1.574], [-0.857, -3.832, -1.407], [-2.487, -4.460, -1.098], [-1.069, -5.348, -0.502], [1.757, 0.116, -7.448], [1.176, 0.370, -5.831], [-0.057, 1.038, -5.649], [-0.539, 1.243, -4.394], [-2.044, 2.052, -4.164], [0.144, 0.787, -3.193], [-0.353, 0.945, -2.062], [1.430, 0.160, -3.442], [2.273, -0.212, -2.367], [2.012, -0.081, -1.153], [1.898, -0.050, -4.760], [-0.616, 1.389, -6.505], [3.247, -0.644, -2.649], [2.853, -0.542, -4.904], [2.225, -0.889, 1.801], [3.036, 0.893, 0.779], [5.122, 0.217, 0.351], [3.261, 2.266, 2.589]], "e_homo_ev": [-7.31, -7.32], "orbital_gap_ev": [7.1718, 5.0985], "multiplicity": 2, "de_lowest_kcal_mol": 22.7, "s_squared": 0.76}

2.
{"formula": "C15H19MgNO2", "method": "wB97M-V/def2-TZVPD", "species": ["C", "C", "C", "C", "C", "C", "C", "C", "C", "C", "C", "C", "C", "C", "O", "N", "C", "O", "H", "H", "H", "H", "H", "H", "H", "H", "H", "H", "H", "H", "H", "H", "H", "H", "H", "H", "H", "Mg"], "xyz": [[-1.336, 0.330, -5.171], [-1.478, 0.217, -3.541], [-1.826, -1.331, -3.012], [-1.528, -1.325, -1.398], [-1.783, -2.756, -0.640], [-1.071, -2.605, 0.866], [-1.552, -1.244, 1.667], [-0.308, -0.128, 1.742], [-0.086, 1.042, 0.573], [1.174, 2.131, 0.606], [2.253, 2.123, 1.841], [1.970, 0.987, 2.990], [0.779, -0.143, 3.012], [3.187, 1.332, 4.037], [3.378, 0.870, 5.280], [4.128, 2.370, 3.392], [3.575, 3.046, 2.145], [3.987, 4.114, 1.455], [-0.684, -0.539, -5.605], [-0.787, 1.366, -5.386], [-2.409, 0.423, -5.629], [-2.261, 0.972, -3.092], [-0.428, 0.469, -3.033], [-1.168, -2.074, -3.635], [-2.975, -1.493, -3.284], [-2.219, -0.479, -0.935], [-0.379, -1.058, -1.258], [-1.146, -3.605, -1.184], [-2.910, -3.043, -0.494], [0.114, -2.515, 0.766], [-1.289, -3.586, 1.466], [-2.553, -0.777, 1.264], [-1.742, -1.572, 2.795], [-0.819, 1.167, -0.359], [1.280, 2.900, -0.271], [0.712, -0.891, 3.911], [4.998, 1.827, 3.124], [3.199, 3.476, 4.995]], "e_homo_ev": -14.40, "orbital_gap_ev": 3.0432, "total_charge": 2, "de_lowest_kcal_mol": 301.5}

3.
{"formula": "C15H19N3O3S", "method": "wB97M-V/def2-TZVPD", "species": ["C", "C", "N", "C", "C", "C", "O", "C", "S", "C", "N", "C", "C", "C", "C", "C", "C", "C", "O", "N", "O", "C", "H", "H", "H", "H", "H", "H", "H", "H", "H", "H", "H", "H", "H", "H", "H", "H", "H", "H", "H"], "xyz": [[2.410, -0.217, 1.523], [1.390, -1.214, 0.972], [0.741, -1.968, 2.023], [1.399, -3.192, 2.450], [0.962, -4.385, 1.606], [-0.381, -1.598, 2.676], [-0.839, -2.241, 3.601], [-1.082, -0.326, 2.218], [-2.072, -0.624, 0.711], [-1.479, 0.663, -0.312], [-0.514, 1.430, 0.051], [-0.104, 2.411, -0.811], [0.941, 3.259, -0.430], [1.365, 4.250, -1.285], [0.767, 4.421, -2.532], [-0.260, 3.593, -2.924], [-0.705, 2.580, -2.072], [-1.793, 1.700, -2.490], [-2.371, 1.725, -3.552], [-2.117, 0.751, -1.513], [-3.179, -0.122, -1.716], [-2.907, -1.131, -2.675], [3.182, -0.729, 2.092], [2.878, 0.319, 0.701], [1.926, 0.504, 2.176], [0.652, -0.682, 0.374], [1.896, -1.928, 0.317], [1.125, -3.364, 3.493], [2.480, -3.049, 2.383], [1.466, -5.284, 1.947], [-0.111, -4.528, 1.703], [1.200, -4.229, 0.556], [-1.789, -0.045, 2.999], [-0.413, 0.499, 1.984], [1.393, 3.117, 0.539], [2.171, 4.905, -0.986], [1.111, 5.205, -3.190], [-0.743, 3.701, -3.884], [-2.043, -1.734, -2.380], [-2.750, -0.698, -3.665], [-3.803, -1.747, -2.676]], "e_homo_ev": -8.64, "orbital_gap_ev": 9.0084, "smiles": "CCN(CC)C(=O)CSc1nc2ccccc2c(=O)n1OC", "de_lowest_kcal_mol": 61.0}

4.
{"formula": "C15H19N3O3S", "method": "wB97M-V/def2-TZVPD", "species": ["C", "C", "O", "N", "C", "C", "N", "C", "N", "C", "C", "C", "C", "C", "C", "S", "C", "C", "C", "O", "C", "O", "H", "H", "H", "H", "H", "H", "H", "H", "H", "H", "H", "H", "H", "H", "H", "H", "H", "H", "H"], "xyz": [[4.299, -3.395, -2.236], [3.255, -2.983, -1.159], [3.282, -3.342, -0.037], [2.113, -2.199, -1.487], [0.885, -1.797, -0.709], [0.625, -0.308, -0.721], [-0.448, -0.234, 0.293], [-0.746, 1.000, 0.879], [0.066, 2.021, 0.812], [-0.288, 3.275, 1.413], [0.503, 3.755, 2.456], [0.152, 4.845, 3.155], [-0.899, 5.606, 2.709], [-1.589, 5.315, 1.437], [-1.288, 4.003, 0.871], [-2.383, 1.115, 1.611], [-2.771, -0.559, 0.919], [-1.746, -0.897, -0.194], [-1.541, -2.374, -0.496], [-2.614, -3.008, -1.116], [-0.277, -2.636, -1.293], [-0.528, -2.176, -2.627], [3.864, -4.241, -2.798], [5.225, -3.772, -1.739], [4.646, -2.568, -2.846], [1.989, -2.006, -2.485], [1.089, -2.062, 0.352], [0.436, -0.175, -1.798], [1.515, 0.279, -0.337], [1.441, 3.253, 2.735], [0.811, 5.115, 3.906], [-1.111, 6.509, 3.197], [-2.311, 6.001, 1.117], [-1.798, 3.692, -0.049], [-3.771, -0.636, 0.393], [-2.751, -1.287, 1.837], [-2.128, -0.491, -1.113], [-1.435, -2.807, 0.530], [-2.317, -3.926, -1.199], [-0.003, -3.724, -1.330], [-1.452, -2.180, -2.853]], "e_homo_ev": -8.22, "orbital_gap_ev": 8.6245, "smiles": "CC(=O)N[C@H]1CN2/C(=N/c3ccccc3)SC[C@@H]2[C@@H](O)[C@H]1O", "de_lowest_kcal_mol": 85.2}

5.
{"formula": "C15H19N4O", "method": "wB97M-V/def2-TZVPD", "species": ["C", "C", "N", "C", "C", "C", "C", "C", "C", "C", "C", "N", "C", "N", "C", "C", "O", "C", "C", "N", "H", "H", "H", "H", "H", "H", "H", "H", "H", "H", "H", "H", "H", "H", "H", "H", "H", "H", "H"], "xyz": [[-2.132, 0.454, -3.756], [-1.568, -0.839, -3.143], [-0.971, -0.551, -1.817], [-1.496, -1.101, -0.723], [-0.970, -0.871, 0.544], [-1.423, -1.571, 1.782], [-2.417, -2.580, 1.760], [-2.871, -3.211, 2.902], [-2.307, -2.816, 4.113], [-1.233, -1.920, 4.186], [-0.805, -1.284, 3.027], [0.009, 0.028, 0.664], [0.506, 0.527, -0.464], [1.623, 1.337, -0.393], [2.189, 1.637, 0.906], [3.536, 2.437, 0.861], [3.608, 3.307, -0.294], [3.511, 2.599, -1.511], [2.066, 2.073, -1.653], [0.052, 0.245, -1.701], [-2.890, 0.894, -3.104], [-1.327, 1.198, -3.924], [-2.552, 0.156, -4.755], [-0.792, -1.268, -3.804], [-2.360, -1.598, -3.026], [-2.352, -1.749, -0.892], [-2.824, -2.904, 0.832], [-3.612, -4.019, 2.873], [-2.717, -3.305, 5.003], [-0.783, -1.741, 5.164], [-0.004, -0.534, 3.061], [1.437, 2.190, 1.466], [2.432, 0.656, 1.333], [4.414, 1.784, 0.878], [3.528, 3.030, 1.774], [3.811, 3.239, -2.343], [4.198, 1.745, -1.441], [1.404, 2.932, -1.853], [2.080, 1.397, -2.534]], "e_homo_ev": -12.32, "orbital_gap_ev": 7.5656, "smiles": "CC[n+]1cc(-c2ccccc2)nc(N2CCOCC2)n1", "total_charge": 1}